A molecular structure, C21H39GaNO in a non-equilibrium geometry, computed with ωB97M-V/def2-TZVPD.

The geometry in XYZ format:
```
63
Properties=species:S:1:pos:R:3:forces:R:3
C -0.117621 -0.863439 -0.965397 -0.81 -0.76 -0.11
C -1.079320 -1.594636 -0.893427 0.12 0.12 -0.33
C -2.250750 -2.429257 -0.816985 0.03 -0.05 0.01
Ga -3.092604 -2.527019 1.089625 -0.18 -0.39 -0.09
C -5.063046 -2.011369 0.914441 0.03 0.46 0.39
C -5.358131 -0.487664 0.834684 -0.07 -0.44 -0.34
C -4.188984 0.362760 0.323799 -0.55 0.43 0.05
C -4.643101 1.653317 -0.377494 0.32 -0.41 -0.10
C -3.448729 2.516526 -0.795951 -0.07 -0.03 0.03
C -2.463020 2.780824 0.351182 0.25 0.03 -0.14
C -1.174553 1.964839 0.200388 0.08 0.31 0.45
C -0.359033 1.842847 1.508646 -0.27 -0.53 -0.22
C 0.070194 0.389120 1.765585 0.39 0.39 0.42
C 1.305498 0.266490 2.663569 -0.30 -0.52 -0.17
C 1.901135 -1.153549 2.624534 0.04 0.02 0.33
C 3.102673 -1.310141 1.700212 -0.19 0.22 0.00
N 2.845568 -1.003025 0.298446 0.00 -0.36 -0.05
C 2.655955 0.222265 -0.265883 0.38 0.74 -0.42
C 2.458600 0.074807 -1.618054 1.25 -0.39 -0.10
C 2.538278 -1.321864 -1.887881 0.51 0.49 -0.27
C 2.778596 -1.946435 -0.694256 0.02 0.03 -0.37
H 0.755348 -0.269007 -0.826028 -0.90 -0.17 -0.38
H -2.000486 -3.449921 -1.116910 -0.01 -0.01 0.02
H -3.002082 -2.059864 -1.522084 -0.06 -0.03 0.07
H -2.282754 -1.618779 2.139892 -0.07 0.02 -0.02
H -3.015688 -4.088820 1.536088 0.02 0.03 -0.01
H -5.557962 -2.409015 1.807878 -0.06 -0.08 -0.07
H -5.536374 -2.516969 0.067211 0.17 -0.08 -0.07
H -6.216793 -0.311147 0.171068 -0.03 0.02 0.03
H -5.675956 -0.134077 1.820064 0.10 0.16 0.00
H -3.558534 0.615307 1.177320 0.20 -0.20 -0.11
H -3.589942 -0.203268 -0.391681 0.07 -0.06 0.10
H -5.350124 2.206822 0.248426 0.05 0.06 0.06
H -5.172322 1.345297 -1.286168 -0.21 0.15 0.07
H -3.783394 3.453453 -1.250588 -0.09 -0.01 0.04
H -2.923055 1.965087 -1.582579 0.06 0.08 -0.03
H -2.919583 2.515737 1.307781 -0.10 0.14 0.00
H -2.205440 3.843639 0.403109 -0.05 0.01 0.07
H -0.555172 2.456253 -0.556332 -0.01 -0.22 -0.20
H -1.404342 0.959123 -0.155756 -0.09 0.20 -0.02
H 0.527693 2.481629 1.483991 -0.03 0.17 0.04
H -0.999880 2.162633 2.334836 0.20 0.21 0.13
H 0.236330 -0.128868 0.818542 -0.08 0.27 0.79
H -0.742792 -0.143340 2.264922 -0.04 -0.08 -0.27
H 1.010383 0.489872 3.690681 0.15 0.19 0.05
H 2.079769 0.975884 2.361703 0.01 0.19 0.15
H 1.134449 -1.891207 2.376467 -0.07 0.09 -0.11
H 2.257427 -1.418854 3.626193 0.05 -0.06 -0.05
H 3.905228 -0.655250 2.051193 0.06 -0.06 -0.05
H 3.457766 -2.339285 1.726199 0.09 0.01 0.02
H 2.647900 1.156893 0.270097 0.06 -0.22 0.34
H 2.283123 0.873742 -2.319091 -0.10 -0.01 0.01
H 2.437083 -1.785752 -2.855127 -0.07 -0.10 0.10
H 2.912789 -3.001263 -0.520347 -0.06 0.06 0.31
C 6.322119 1.434661 -2.510572 0.02 -0.01 0.05
C 5.999155 0.216020 -3.356039 -0.11 -0.04 0.11
O 5.879101 -0.961217 -2.572847 0.17 0.13 0.01
H 7.247856 1.276389 -1.955378 0.01 0.00 -0.02
H 6.432790 2.326223 -3.131028 -0.01 0.01 -0.01
H 5.524020 1.617161 -1.787181 -0.02 0.01 -0.03
H 6.799074 0.024147 -4.071774 0.00 -0.02 -0.02
H 5.074506 0.383223 -3.920546 0.02 0.03 -0.04
H 5.151158 -0.818662 -1.955397 -0.21 -0.16 -0.03
```
Positions in Å, forces in eV/Å.

Its LUMO energy is 2.68 eV. The highest occupied orbital energy is -4.2 eV. As for the energy: -78320.7264 eV. The HOMO-LUMO gap is 6.913 eV. The charge is -1.

=====

3 unconnected molecules or ions with the total composition C21H39N2O6 in a non-equilibrium geometry, computed with ωB97M-V/def2-TZVPD.

The geometry in XYZ format:
```
68
Properties=species:S:1:pos:R:3:forces:R:3
C 1.067751 -4.104463 -0.132712 -0.50 1.20 -0.42
C 0.019404 -3.243403 -1.023220 0.77 -2.54 0.83
O 0.735079 -2.087195 -1.494598 -2.40 0.18 -0.63
C -0.138021 -0.914438 -1.602327 1.76 1.10 1.74
N -1.486075 -1.218176 -2.140945 1.33 0.30 -2.40
C -2.453217 -0.108595 -2.035283 -3.00 2.26 0.19
C -3.678719 -0.330817 -1.009873 1.17 0.36 0.36
O -2.455546 0.952413 -2.669577 1.00 -3.24 1.48
C -1.537501 -1.685846 -3.513545 -3.05 -0.31 -2.31
C -0.403615 -2.396764 -4.357845 0.89 -0.84 0.48
O -2.650329 -1.569369 -4.102137 3.19 -0.29 1.93
C -0.261795 -0.399910 -0.053691 -0.25 -0.06 -0.03
C 0.240089 1.098946 0.166782 -1.34 0.25 2.52
C 0.304484 1.302898 1.791230 -0.77 -1.06 -0.52
C -0.729996 2.242427 -0.386013 0.46 0.16 -0.79
N 1.649070 1.165940 -0.302269 -0.21 -1.77 -0.19
O 2.474330 0.463033 0.424804 -0.75 1.05 -0.48
C 1.812808 0.974556 -1.760907 1.83 0.56 -2.39
C 3.253812 0.286481 -2.044013 -0.29 0.65 -0.33
C 1.896825 2.415391 -2.508514 0.98 0.04 0.44
C 0.689421 0.122390 -2.509222 0.28 -0.60 -0.15
H 1.008999 -5.217243 -0.354378 -0.03 1.46 0.49
H 0.855353 -3.841599 0.951516 0.58 -0.76 -1.29
H 2.097266 -3.714029 -0.411500 -1.18 -0.65 0.41
H -0.892089 -3.032543 -0.384499 1.09 0.18 -0.88
H -0.313551 -3.956743 -1.864242 0.31 1.46 0.84
H -3.656160 0.580104 -0.321785 -0.09 -1.12 -0.89
H -3.512143 -1.246010 -0.355202 -0.43 1.03 -1.07
H -4.682984 -0.320124 -1.541469 1.48 -0.22 0.48
H -0.866318 -3.042839 -5.184171 0.26 1.33 1.30
H 0.317471 -1.652925 -4.843912 -1.20 -0.90 0.78
H 0.233306 -3.125205 -3.738237 -0.87 1.35 -0.74
H 0.416156 -1.045491 0.614546 -0.83 0.85 -1.36
H -1.315658 -0.585297 0.370809 1.41 0.65 -0.75
H -0.777187 1.434469 2.161414 1.82 0.15 -0.56
H 0.671033 0.315690 2.242886 -0.23 1.58 -0.52
H 0.993386 2.161062 2.088993 -1.06 -1.13 -0.46
H -1.830483 1.991881 -0.196839 1.78 0.39 0.08
H -0.648893 2.427622 -1.512774 -0.03 -0.47 1.55
H -0.436231 3.223505 0.117487 -0.59 -1.32 -0.53
H 3.274496 -0.808288 -1.732658 0.01 1.52 -0.41
H 3.430407 0.408678 -3.174017 -0.34 -0.46 1.57
H 4.090892 0.888618 -1.546621 -1.28 -1.02 -0.47
H 1.459019 3.242777 -1.867608 0.33 -1.05 -0.92
H 3.009419 2.667952 -2.649668 -1.62 -0.27 0.27
H 1.446471 2.402617 -3.549766 0.34 -0.03 1.37
H 1.247667 -0.520600 -3.282618 -0.82 0.95 1.21
H 0.047209 0.836007 -3.111366 0.29 -1.06 1.07
C -3.167068 3.723385 4.306738 0.26 -0.30 0.05
C -3.163944 3.680588 2.801760 0.31 -0.39 -0.28
O -2.506538 2.857116 2.194389 -0.46 0.36 0.28
C -4.006187 4.696928 2.077675 0.10 -0.13 -0.37
H -2.517585 2.935265 4.692448 -0.07 0.09 -0.07
H -2.789936 4.688206 4.652036 -0.21 0.03 0.05
H -4.179267 3.557531 4.681167 0.02 0.21 0.04
H -3.666247 5.704910 2.324064 -0.19 0.00 0.11
H -5.055616 4.574204 2.353330 0.04 0.18 0.11
H -3.907248 4.547497 1.000784 0.00 0.00 0.13
C 3.632911 -2.321254 2.151304 -0.11 -0.23 -0.20
C 2.790636 -2.964550 3.220708 -0.23 -0.56 -0.21
O 2.188594 -4.001817 3.014145 0.22 0.44 0.19
C 2.721941 -2.273331 4.556926 -0.26 -0.24 0.19
H 3.589993 -2.926663 1.244278 0.00 0.06 0.13
H 3.249454 -1.323334 1.924624 0.18 0.07 0.06
H 4.671664 -2.260433 2.482933 -0.04 0.21 0.03
H 2.298147 -1.273968 4.437113 0.22 0.07 0.03
H 3.720371 -2.210300 4.994546 -0.02 0.21 -0.06
H 2.080813 -2.847526 5.228585 0.07 0.04 -0.10
```
Positions in Å, forces in eV/Å.

Its LUMO energy (alpha / beta) is 0.58 / 0.14 eV. The highest occupied orbital energy (alpha / beta) is -8.5 / -9.4 eV. As for the energy: -37669.5684 eV. As for the multiplicity: 2. The HOMO-LUMO gap (alpha / beta) is 9.124 / 9.568 eV.

=====

5 unconnected molecules or ions with the total composition C21H39N7O6 in a non-equilibrium geometry, computed with ωB97M-V/def2-TZVPD.

The geometry in XYZ format:
```
73
Properties=species:S:1:pos:R:3:forces:R:3
C 3.361498 0.177734 -1.641712 -0.18 -0.39 0.52
C 3.600383 -0.925088 -2.642488 0.14 0.50 -0.09
C 4.557825 -2.009712 -2.219899 0.70 0.51 -0.37
N 3.152579 -0.987611 -3.832473 -0.82 -1.18 0.34
C 1.883616 -0.395718 -4.235592 0.40 0.62 -0.26
C 1.989418 1.051476 -4.530581 0.23 -0.04 0.33
N 2.162540 2.175198 -4.687555 -0.11 0.03 -0.07
C 0.704290 -0.659822 -3.261657 -0.29 0.04 -0.26
C -0.533929 -0.235833 -3.941946 -0.05 -0.03 -0.14
N -1.491045 0.044466 -4.513284 0.08 -0.06 0.26
C 0.579322 -2.138538 -2.882787 -0.24 0.06 0.23
C -0.592828 -2.400555 -1.957914 0.02 0.74 -0.49
O -1.266711 -3.374693 -2.029914 -0.22 -0.72 0.15
O -0.800579 -1.452862 -0.996701 0.04 0.02 -0.02
H 3.439238 -0.226103 -0.631492 -0.05 0.00 -0.05
H 2.394848 0.663843 -1.719174 0.12 0.21 -0.18
H 4.150724 0.925793 -1.749995 -0.04 0.01 -0.17
H 4.706236 -2.020345 -1.144126 -0.18 -0.15 0.02
H 4.219787 -2.969886 -2.600862 -0.05 -0.01 0.13
H 5.531882 -1.811270 -2.681902 -0.03 -0.05 0.01
H 1.616654 -0.873790 -5.182229 0.03 0.02 0.01
H 0.777872 -0.050277 -2.364536 0.13 -0.07 0.04
H 0.412139 -2.753316 -3.765840 0.28 -0.05 0.00
H 1.468659 -2.459041 -2.335539 0.05 -0.02 -0.13
H -1.301867 -0.685703 -1.313476 -0.08 0.08 0.28
C -2.570535 -0.029425 3.884802 0.08 0.08 -0.26
N -2.035906 0.303839 2.575082 -0.06 -0.07 -0.02
C -2.672009 0.320579 1.379901 0.03 -0.07 -0.01
C -4.135226 -0.053662 1.359330 0.02 0.01 -0.05
O -2.070342 0.624283 0.359570 0.00 0.09 -0.16
H -2.454472 0.811860 4.561308 -0.02 -0.05 0.08
H -2.028760 -0.875796 4.307383 -0.05 0.00 0.08
H -3.622170 -0.289179 3.808291 0.00 -0.02 -0.04
H -1.063030 0.562509 2.515743 -0.01 0.03 0.02
H -4.487755 0.007207 0.334462 0.04 0.01 -0.01
H -4.279689 -1.071221 1.723668 -0.03 0.02 0.04
H -4.719493 0.629221 1.977001 -0.02 -0.05 0.04
C -3.121983 1.847230 9.341308 -0.08 0.05 -0.18
N -2.618615 1.544744 8.015753 0.04 -0.04 0.03
C -1.467187 0.909155 7.678266 0.04 0.00 0.00
C -0.573027 0.445738 8.804625 0.02 -0.02 -0.05
O -1.175098 0.724983 6.506206 0.04 0.03 0.13
H -4.091446 1.372293 9.498710 0.02 -0.02 0.06
H -3.242186 2.924218 9.466842 0.02 0.00 0.06
H -2.435094 1.486891 10.099423 0.01 0.00 0.00
H -3.170234 1.831445 7.222459 0.00 0.02 0.01
H 0.296609 -0.037400 8.370660 -0.02 0.01 -0.04
H -0.243170 1.289689 9.411150 -0.02 -0.02 0.05
H -1.091893 -0.267672 9.445667 0.01 0.04 0.05
C -0.562194 4.940483 -8.013568 0.12 -0.02 -0.17
N 0.041147 3.752527 -8.578355 -0.05 -0.02 0.03
C 0.032712 2.485707 -8.076619 0.03 -0.03 0.03
C -0.691222 2.259878 -6.771400 0.05 0.06 -0.12
O 0.593818 1.581386 -8.672633 -0.01 0.00 0.00
H -1.298002 5.362422 -8.701437 -0.04 0.02 0.05
H 0.196977 5.699689 -7.815505 -0.03 0.02 0.06
H -1.060863 4.702942 -7.079920 0.00 0.00 0.01
H 0.540253 3.836709 -9.449512 0.01 0.00 0.01
H -0.606637 1.212938 -6.510762 0.00 -0.02 -0.05
H -0.247524 2.857845 -5.974759 -0.05 0.01 0.02
H -1.748696 2.511840 -6.863103 0.00 0.02 0.05
C 2.102676 -2.758877 3.855257 0.18 0.06 -0.04
N 2.587013 -2.502949 2.513673 -0.04 0.00 -0.03
C 1.891471 -2.557999 1.349911 -0.02 0.01 -0.05
C 0.430298 -2.927852 1.421164 0.20 -0.07 -0.01
O 2.445045 -2.308551 0.284930 -0.02 -0.02 0.02
H 2.227720 -1.874549 4.482295 -0.06 -0.01 0.03
H 2.654124 -3.583795 4.309414 -0.05 -0.02 0.03
H 1.049782 -3.018784 3.833218 -0.01 0.00 -0.01
H 3.555453 -2.249519 2.395886 0.00 0.00 0.02
H 0.040891 -2.915364 0.414533 -0.07 -0.05 0.09
H 0.298892 -3.924389 1.845101 -0.01 0.04 0.08
H -0.122992 -2.201580 2.018240 -0.06 -0.05 0.01
```
Positions in Å, forces in eV/Å.

The structure (SMILES) is CC(C)=N[C@H](C#N)[C@@H](C#N)CC(=O)O.CNC(C)=O.CNC(C)=O.CNC(C)=O.CNC(C)=O. Its LUMO energy is 0.33 eV. The highest occupied orbital energy is -8.9 eV. As for the energy: -45125.7033 eV. The HOMO-LUMO gap is 9.269 eV.

=====

Which formula does entry 3 have?
C21H39N7O6

=====

Look up the energy of the second one.
-37669.5684 eV

=====

The lowest energy belongs to which entry?
C21H39GaNO